# 1
5 unconnected molecules or ions with the total composition C23H42Cl2N3O9P at a distorted geometry. Source: the OMol25 dataset; level of theory: ωB97M-V with the def2-TZVPD basis set.

The geometry in XYZ format:
```
80
Properties=species:S:1:pos:R:3:mulliken_charge:R:1
C 6.31769 1.23671 1.59723 -1.42
C 5.08542 1.88436 1.01038 0.56
Cl 5.55974 2.60689 -0.57141 -0.22
C 3.91661 0.94534 0.77509 -1.53
C 3.09788 0.61484 2.02525 1.04
C 3.86724 -0.01766 3.07917 -0.63
N 4.51474 -0.51429 3.90687 -0.55
C 1.96040 -0.37985 1.70152 0.37
Cl 0.88728 0.21061 0.41619 -0.12
C 2.48494 -1.69034 1.35939 -0.17
N 2.75814 -2.80387 1.20132 -0.49
P 2.20172 2.11939 2.80537 0.26
N 1.88801 3.16894 1.48812 -0.44
O 3.25789 2.89690 3.79486 -0.51
H 6.19212 0.97835 2.64092 0.34
H 6.57816 0.32498 1.07508 0.32
H 7.14200 1.93424 1.55717 0.43
H 4.74861 2.68447 1.65836 0.14
H 3.23934 1.45668 0.10259 0.63
H 4.22412 0.05062 0.23944 0.64
H 1.36368 -0.46484 2.59897 0.50
H 1.73379 4.11646 1.81126 0.17
H 1.04633 2.80388 1.06454 0.26
H 2.96223 2.64538 4.67026 0.39
C -4.90289 0.98687 -0.26568 -1.08
C -3.40392 1.12809 -0.11120 -0.17
O -3.05047 1.66840 1.17281 -0.39
C -2.92713 0.90340 2.26620 0.72
C -3.43611 -0.52069 2.23254 -0.79
O -2.47124 1.37599 3.26981 -0.58
H -5.31911 0.28888 0.46168 0.25
H -5.14747 0.62898 -1.26512 0.34
H -5.39177 1.94842 -0.10343 0.34
H -2.87830 0.19926 -0.29119 0.29
H -3.02946 1.84000 -0.84252 0.34
H -4.44711 -0.54330 2.63617 0.25
H -2.78842 -1.12711 2.86129 0.29
H -3.43235 -0.97071 1.24201 0.19
C 0.33409 7.88096 -0.75393 -0.97
C -0.56154 7.95085 0.46552 -0.41
O -0.37486 6.82406 1.32519 -0.35
C 0.58888 6.75383 2.25566 0.80
C 1.69995 7.77724 2.25763 -1.05
O 0.58344 5.83446 3.02755 -0.57
H 1.38913 7.90650 -0.48074 0.28
H 0.13269 8.71667 -1.42419 0.36
H 0.16406 6.94912 -1.29279 0.30
H -0.44031 8.88328 1.01847 0.36
H -1.60388 7.90651 0.15600 0.33
H 2.54699 7.37780 1.70138 0.26
H 2.00154 7.94855 3.28774 0.34
H 1.41834 8.74135 1.84126 0.32
C -3.82649 -4.43070 -2.24289 -0.73
C -4.56062 -3.18988 -2.70643 -0.57
O -3.92771 -1.99670 -2.22039 -0.33
C -2.89392 -1.41184 -2.83881 0.92
C -2.18795 -2.13536 -3.96009 -1.28
O -2.50520 -0.34846 -2.43638 -0.54
H -2.81419 -4.46143 -2.63044 0.07
H -4.34328 -5.32867 -2.56758 0.42
H -3.75695 -4.43929 -1.15528 0.28
H -4.67651 -3.15157 -3.79042 0.39
H -5.56562 -3.17730 -2.28771 0.35
H -1.32964 -2.66529 -3.54991 0.25
H -1.83895 -1.39490 -4.67553 0.35
H -2.81691 -2.83583 -4.50330 0.36
C 1.61028 -8.36368 -2.25010 -0.95
C 0.99603 -7.20505 -3.00705 -0.40
O -0.43358 -7.26832 -3.00564 -0.38
C -1.19304 -6.79000 -2.00650 0.78
C -0.54316 -6.38862 -0.70336 -0.97
O -2.38374 -6.74989 -2.14870 -0.56
H 1.32880 -8.35084 -1.19723 0.27
H 2.69767 -8.32847 -2.31499 0.35
H 1.26335 -9.30998 -2.66456 0.30
H 1.34096 -6.23807 -2.63824 0.35
H 1.28518 -7.25935 -4.05490 0.32
H -0.59657 -7.22757 -0.01145 0.28
H -1.10010 -5.55163 -0.28834 0.26
H 0.49101 -6.06716 -0.79989 0.36
```

- Max |F|: 2.6 eV/Å
- SMILES string: C[C@@H](Cl)C[C@](C#N)([C@@H](Cl)C#N)P(N)O.CCOC(C)=O.CCOC(C)=O.CCOC(C)=O.CCOC(C)=O
- HOMO level: -8.276 eV
- Calculated total energy: -81763.745 eV
- HOMO-LUMO gap: 8.609 eV


# 2
A single C7H12O2 molecule at a distorted geometry. Source: the OMol25 dataset; level of theory: ωB97M-V with the def2-TZVPD basis set.

The geometry in XYZ format:
```
21
Properties=species:S:1:pos:R:3:mulliken_charge:R:1
C -2.33961 0.27039 -0.88025 -1.42
C -1.11039 0.42365 -0.00683 1.15
C -1.19579 -0.33589 1.29362 -1.51
O -0.55164 1.71011 0.07005 -0.55
C 0.16384 0.84329 -0.75765 -0.39
C 1.34707 0.14010 -0.22049 1.03
C 1.57148 -1.26493 -0.73331 -1.37
C 2.02667 0.61478 1.01844 -0.76
O 2.64507 0.94126 -0.16477 -0.52
H -2.33732 1.00621 -1.68137 0.41
H -2.37307 -0.73086 -1.30405 0.31
H -3.24058 0.43300 -0.28495 0.35
H -1.98755 0.09201 1.90662 0.45
H -0.27187 -0.27843 1.87300 0.33
H -1.44379 -1.38058 1.09628 0.32
H 0.14653 1.06084 -1.82406 0.53
H 2.60274 -1.56198 -0.54649 0.42
H 1.39130 -1.30801 -1.81183 0.32
H 0.89390 -1.96545 -0.23337 0.26
H 1.54058 1.42836 1.55615 0.33
H 2.52242 -0.13789 1.63527 0.33
```

- Max |F|: 2.7 eV/Å
- SMILES string: CC1(C)O[C@H]1[C@]1(C)CO1
- HOMO level: -9.842 eV
- Calculated total energy: -11546.321 eV
- ΔE to the lowest compared entry with this formula, charge and spin: 200.9 kJ/mol
- HOMO-LUMO gap: 10.624 eV


# 3
A molecular structure, C5H12NOS at a distorted geometry. Source: the OMol25 dataset; level of theory: ωB97M-V with the def2-TZVPD basis set.

The geometry in XYZ format:
```
20
Properties=species:S:1:pos:R:3:mulliken_charge:R:1
C -0.03159 -1.29738 0.33621 0.22
C 1.19083 -1.81000 0.63235 -0.63
O 2.38158 -1.58531 -0.05489 -0.52
C -0.09091 -0.35214 -0.81378 -1.17
N 0.29010 1.04132 -0.50179 -0.30
C -0.47356 1.72106 0.54024 -0.42
C -1.47128 2.73441 -0.03369 -0.75
S -2.42473 3.51858 1.28755 -0.69
H -0.98916 -1.58627 0.76389 0.41
H 0.44332 -4.07372 -1.06764 0.01
H 1.03678 -4.25092 -0.68508 0.00
H 1.85125 -0.72801 0.31039 0.29
H 1.34322 -2.46152 1.48849 0.47
H -1.04528 -0.34355 -1.33672 0.32
H 0.67740 -0.70495 -1.51084 0.49
H 1.27658 1.16257 -0.31351 0.33
H -1.07187 1.03017 1.15081 0.18
H 0.17623 2.28759 1.22025 0.34
H -2.08743 2.18585 -0.76759 0.17
H -0.98148 3.51221 -0.64465 0.25
```

- Max |F|: 5.0 eV/Å
- HOMO level: -2.284 eV
- Charge: -1
- Calculated total energy: -19749.092 eV
- ΔE to the lowest compared entry with this formula, charge and spin: 495.8 kJ/mol
- HOMO-LUMO gap: 5.439 eV


# 4
A molecular structure, C22H49B2Cl2N9O4P2S at a distorted geometry. Source: the OMol25 dataset; level of theory: ωB97M-V with the def2-TZVPD basis set.

The geometry in XYZ format:
```
91
Properties=species:S:1:pos:R:3:mulliken_charge:R:1
C 7.93414 -5.61307 -2.09782 -1.12
B 6.43445 -5.28118 -2.50776 0.76
O 5.62715 -6.33732 -2.81730 -0.62
C 5.93164 -3.77939 -2.51054 0.42
C 6.93057 -2.85468 -2.57349 -0.67
C 6.66300 -1.45996 -2.54810 0.26
N 7.52739 -0.44707 -2.57147 -0.76
S 6.63244 0.89102 -2.54625 0.13
N 5.15619 0.26779 -2.50561 -0.43
C 5.30492 -1.06058 -2.49186 0.78
C 4.24533 -2.00700 -2.45585 -0.57
B 2.78864 -1.38067 -2.44145 0.42
N 2.08571 -0.93415 -1.21495 -0.69
O 2.13121 -1.22460 -3.61629 -0.55
C 4.53092 -3.34250 -2.45216 -0.12
C 3.37473 -4.30340 -2.42397 -0.37
Cl 3.17375 -5.11522 -4.01126 -0.15
C 3.41855 -5.26556 -1.18087 0.49
C 2.42994 -4.71935 -0.13843 -1.24
Cl 2.87019 -6.91792 -1.56273 -0.19
H 8.06792 -6.65341 -1.80248 0.38
H 8.35623 -4.91247 -1.38182 0.38
H 8.51568 -5.49017 -3.02103 0.32
H 5.92780 -7.10402 -2.31843 0.29
H 7.97005 -3.14268 -2.64813 0.53
H 1.98281 -1.69439 -0.55029 0.30
H 2.69021 -0.26276 -0.74250 0.20
H 1.19081 -1.10079 -3.43503 0.33
H 2.42928 -3.77669 -2.31913 0.41
H 4.39654 -5.25940 -0.71055 0.24
H 2.41513 -3.63068 -0.17881 0.06
H 1.42880 -5.06444 -0.39187 0.39
H 2.67186 -5.05567 0.86618 0.38
O 2.14728 3.65402 0.28075 -0.93
P 1.14657 3.62308 -0.84466 0.59
N 0.80732 5.30978 -1.01463 0.30
C -0.02979 6.02487 -0.07158 -1.07
C 1.97524 6.08089 -1.40501 -1.14
N -0.05659 2.69445 -0.06217 0.35
C -1.45119 3.05466 0.04529 -1.02
C 0.35472 1.90080 1.08824 -0.92
N 0.36676 3.23233 -2.38071 0.17
C 1.14673 2.24702 -3.15459 -0.90
C -0.19275 4.22931 -3.28459 -0.99
H -0.23115 7.02786 -0.45542 0.39
H 0.42090 6.11109 0.92702 0.28
H -1.00557 5.55357 0.02909 0.30
H 2.39635 5.68363 -2.33684 0.32
H 2.76490 6.06156 -0.64405 0.30
H 1.70110 7.11937 -1.59670 0.35
H -1.63387 3.72092 0.89835 0.40
H -2.06397 2.16121 0.19162 0.29
H -1.83092 3.52651 -0.86128 0.26
H 0.41703 2.49987 2.00663 0.31
H 1.32341 1.44142 0.91787 0.25
H -0.36270 1.09146 1.24772 0.23
H 2.04996 2.68714 -3.58945 0.33
H 0.54555 1.82192 -3.95949 0.47
H 1.45146 1.42197 -2.50327 0.07
H 0.55647 4.89019 -3.73345 0.29
H -0.94313 4.83561 -2.78577 0.31
H -0.70087 3.69851 -4.09453 0.40
O -6.01444 1.45214 1.66151 -0.88
P -5.92217 0.69561 2.95356 0.53
N -4.27164 0.19758 2.96209 0.42
C -3.79695 -0.92457 2.17598 -1.10
C -3.34903 1.31957 2.92516 -1.39
N -7.05624 -0.53830 2.64558 0.26
C -6.82818 -1.94916 2.85848 -1.07
C -7.99236 -0.32567 1.54653 -0.97
N -6.11988 0.45662 4.68335 0.12
C -6.89961 1.54427 5.30222 -1.03
C -5.03579 0.06257 5.57426 -0.93
H -2.76443 -1.14953 2.45419 0.39
H -3.84060 -0.74227 1.09285 0.29
H -4.35854 -1.83006 2.39672 0.31
H -3.54623 1.99810 3.76409 0.35
H -3.43620 1.89529 1.99736 0.39
H -2.31561 0.98517 3.03054 0.40
H -6.32526 -2.41364 2.00153 0.39
H -7.78060 -2.46762 3.00086 0.38
H -6.24441 -2.13919 3.76004 0.24
H -7.54829 -0.55956 0.57097 0.29
H -8.33695 0.70328 1.52294 0.31
H -8.87156 -0.95807 1.68895 0.35
H -6.32273 2.47219 5.37663 0.33
H -7.23480 1.26201 6.30054 0.37
H -7.79240 1.74815 4.70399 0.32
H -4.25148 0.81997 5.67892 0.28
H -4.58282 -0.87084 5.25371 0.26
H -5.46397 -0.11662 6.56410 0.42
```

- Max |F|: 5.8 eV/Å
- HOMO level: -8.248 eV
- Calculated total energy: -101022.175 eV
- HOMO-LUMO gap: 7.461 eV


# 5
A single C5H6O molecule at a distorted geometry. Source: the OMol25 dataset; level of theory: ωB97M-V with the def2-TZVPD basis set.

The geometry in XYZ format:
```
12
Properties=species:S:1:pos:R:3:mulliken_charge:R:1
C 2.63368 0.69277 -0.00862 -0.29
C 1.49936 0.27575 -0.16019 -0.46
C 0.30586 -0.37391 0.23681 0.15
C -0.92014 -1.05757 -0.30816 -0.53
C -1.11477 0.17971 0.51322 -0.05
O -1.65324 1.34177 -0.04986 -0.52
H 3.29174 1.37304 -0.47679 0.31
H 1.03593 -1.03788 0.77397 0.27
H -1.17188 -1.07389 -1.36290 0.26
H -1.13811 -1.98363 0.22454 0.22
H -1.51637 0.10338 1.51835 0.33
H -1.25205 1.56045 -0.90036 0.32
```

- Max |F|: 2.6 eV/Å
- SMILES string: C#C[C@@H]1C[C@@H]1O
- HOMO level: -9.261 eV
- Calculated total energy: -7324.943 eV
- ΔE to the lowest compared entry with this formula, charge and spin: 418.9 kJ/mol
- HOMO-LUMO gap: 9.943 eV


# 6
2 unconnected molecules or ions with the total composition C2H4Cl3OP at a distorted geometry. Source: the OMol25 dataset; level of theory: ωB97M-V with the def2-TZVPD basis set.

The geometry in XYZ format:
```
11
Properties=species:S:1:pos:R:3:mulliken_charge:R:1
O -0.35501 1.77343 0.41302 -0.42
C 0.47555 1.22081 -0.44692 -0.47
C 1.71619 0.82112 -0.17301 0.64
Cl 2.60832 0.11259 -1.36602 -0.19
Cl 2.45538 0.99228 1.39799 -0.25
H 0.25841 1.79553 1.29318 0.33
H -0.14277 0.99425 -1.41957 0.33
P -1.52543 -1.61232 0.57105 0.06
Cl -0.89158 -1.61447 -1.36280 -0.18
H -2.96517 -1.51835 0.49872 0.07
H -1.63388 -2.96486 0.59435 0.06
```

- Max |F|: 4.7 eV/Å
- SMILES string: OC=C(Cl)Cl.PCl
- HOMO level: -8.661 eV
- Calculated total energy: -51040.983 eV
- ΔE to the lowest compared entry with this formula, charge and spin: 335.3 kJ/mol
- HOMO-LUMO gap: 9.226 eV


# 7
12 unconnected molecules or ions with the total composition C6H31NO11 at a distorted geometry. Source: the OMol25 dataset; level of theory: ωB97M-V with the def2-TZVPD basis set.

The geometry in XYZ format:
```
49
Properties=species:S:1:pos:R:3:mulliken_charge:R:1
C -3.41198 -0.90142 -1.33019 -1.07
C -3.00073 -0.19615 -2.61261 -0.62
C -1.76047 0.61635 -2.36151 0.82
C -0.57898 0.80180 -3.14726 -0.73
C 0.20768 1.65356 -2.41099 -0.75
N -0.45728 2.06170 -1.31326 0.16
C -1.73336 1.54021 -1.35356 -1.18
H -3.88638 -0.17184 -0.67087 0.32
H -4.06901 -1.75049 -1.51232 0.38
H -2.56551 -1.33491 -0.81240 0.28
H -2.96691 -0.84358 -3.49505 0.30
H -3.84874 0.42291 -2.93858 0.39
H -0.51057 0.43997 -4.16077 0.48
H 1.21765 1.94905 -2.64346 0.61
H -0.19314 2.77643 -0.64513 0.17
H -2.43711 1.94655 -0.64066 0.61
O 0.49441 4.06676 1.51231 -0.65
H 0.90841 3.26278 1.86775 0.33
H 0.97705 4.20034 0.69407 0.29
O 2.55846 -1.02864 -0.95323 -0.62
H 1.86717 -1.44320 -0.39332 0.34
H 3.36962 -1.08382 -0.44421 0.31
O 0.12540 -1.88446 0.64637 -0.79
H -0.35158 -1.03704 0.63190 0.29
H -0.26622 -2.58705 0.09690 0.24
O 2.23966 1.90900 0.63901 -0.50
H 2.95649 1.79404 -0.01348 0.24
H 2.40650 1.31464 1.36470 0.26
O 1.20008 -0.91194 3.67554 -0.78
H 0.51397 -1.60049 3.71659 0.39
H 1.15383 -0.43707 4.51973 0.29
O -0.57286 -2.65302 -1.94290 -0.58
H -0.43632 -3.38163 -2.49889 0.20
H -0.77182 -1.77471 -2.25988 0.36
O 3.25732 0.99551 -1.94002 -0.77
H 2.97716 0.74166 -2.80585 0.30
H 2.81474 0.33546 -1.38539 0.50
O 0.40232 1.30561 2.30622 -0.60
H 0.83100 0.59799 2.85893 0.46
H 0.12163 0.91120 1.48446 0.34
O -1.94072 -0.14769 1.39948 -0.56
H -1.85900 0.25138 2.26046 0.28
H -2.46110 0.12156 0.63970 0.09
O 3.80724 -0.99675 2.62645 -0.65
H 2.90652 -1.03917 3.01441 0.41
H 3.78740 -1.71984 1.98916 0.29
O -0.83425 -2.58310 3.14700 -0.72
H -0.48275 -2.29250 2.27682 0.52
H -1.70493 -2.21594 3.31783 0.30
```

- Max |F|: 3.0 eV/Å
- SMILES string: CCc1cc[nH]c1.O.O.O.O.O.O.O.O.O.O.O
- HOMO level: -8.418 eV
- Calculated total energy: -30737.525 eV
- ΔE to the lowest compared entry with this formula, charge and spin: 157.3 kJ/mol
- HOMO-LUMO gap: 8.555 eV


Number 1: lowest unoccupied orbital energy 0.33 eV. Number 2: lowest unoccupied orbital energy 0.78 eV. Number 3: lowest unoccupied orbital energy 3.15 eV. Number 4: lowest unoccupied orbital energy -0.79 eV. Number 5: lowest unoccupied orbital energy 0.68 eV. Number 6: lowest unoccupied orbital energy 0.57 eV. Number 7: lowest unoccupied orbital energy 0.14 eV.